# 1
8
Properties=species:S:1:pos:R:3:nbo_charge:R:1 method="wB97M-V/def2-TZVPD" smiles="O=CO.O" homo_energy_ha=-0.401 gap_ev=11.676
O 0.7486 -0.3631 1.0788 -0.604
C 1.2193 0.2163 0.1374 0.655
O 0.5582 0.6307 -0.9419 -0.688
H 2.2905 0.4518 0.0754 0.110
H -0.2135 0.0473 -1.0617 0.518
H -1.5040 -0.8993 0.4632 0.491
H -2.6621 0.0449 0.1690 0.482
O -1.9885 -0.4900 -0.2690 -0.964

=====

# 2
9
Properties=species:S:1:pos:R:3:lowdin_spin:R:1 method="wB97M-V/def2-TZVPD" homo_energy_ha="-0.161 / -0.370" multiplicity=3 gap_ev="4.876 / 8.134"
C 0.7031 0.2282 -0.4160 0.133
O 1.6146 0.6810 0.4005 0.063
O 0.3436 -1.0573 -0.2606 0.074
O -0.9351 0.9644 -0.1609 0.328
S -2.0102 -0.1806 0.2407 1.256
H 0.7488 0.6972 -1.4926 0.010
H 1.5466 0.0974 1.1998 0.003
H -0.1234 -1.3043 -1.0311 0.017
H -1.8880 -0.1260 1.5202 0.115

=====

# 3
9
Properties=species:S:1:pos:R:3:nbo_charge:R:1 method="wB97M-V/def2-TZVPD" smiles=OOCOO homo_energy_ha=-0.365 gap_ev=10.538
C 0.0901 -0.9241 -0.2173 0.196
O -1.4862 0.7669 0.3448 -0.468
O 1.7629 0.7521 0.1280 -0.445
O -1.1903 -0.3579 -0.4788 -0.305
O 0.9617 -0.3008 0.6307 -0.269
H 0.4550 -1.0426 -1.2399 0.177
H -0.0888 -1.9153 0.3760 0.181
H -1.9409 1.4059 -0.1058 0.464
H 1.4365 1.6156 0.5623 0.468

=====

no.,molecular weight (g mol⁻¹)
1,64.0
2,96.1
3,80.0